125
Properties=species:S:1:pos:R:3:forces:R:3 method="wB97M-V/def2-TZVPD" energy_ha=-2230.75204 homo_lumo_gap_ev=2.07 charge=+3 relative_energy_ev=6.284 fmax_ev_per_a=5.13
C -9.1900 3.9114 4.1570 0.076 1.321 -1.363
C -8.1892 4.5562 3.0978 -1.474 -0.780 1.750
N -6.8556 4.7199 3.6354 4.072 -0.777 -0.364
C -6.4284 5.7122 4.4926 -2.022 1.066 -0.362
C -5.0936 5.7802 4.5357 1.062 -0.768 -0.140
N -4.6227 4.7725 3.6817 -1.901 0.221 1.616
C -5.6913 4.1221 3.2352 -0.757 0.414 -1.143
C -3.2570 4.4016 3.4531 1.157 0.267 -0.995
H -9.1433 4.5016 5.0721 0.061 -0.152 0.055
H -9.2160 2.8466 4.3887 0.589 0.098 -0.359
H -10.1232 4.1888 3.6667 -0.429 -0.359 0.397
H -8.5600 5.5742 2.9786 0.010 -0.092 -0.343
H -8.1908 4.0502 2.1323 0.271 -0.005 0.207
H -7.1835 6.4098 4.8239 0.261 -0.062 0.538
H -4.4285 6.3532 5.1648 -0.116 0.115 -0.267
H -5.5507 3.3536 2.4895 -0.551 -0.148 0.156
H -2.9382 4.7698 2.4780 -0.182 0.136 -0.170
H -3.1189 3.3221 3.3929 -0.002 0.117 0.649
H -2.6036 4.9300 4.1474 -0.167 -0.564 0.313
C 0.1045 -6.8348 4.4839 -0.144 -0.163 -0.351
C 1.4113 -7.5858 4.9036 -1.658 1.168 -0.199
N 2.4633 -6.5733 5.2266 4.648 0.822 2.002
C 2.9460 -5.4558 4.5224 0.853 0.765 -0.375
C 4.2056 -5.0395 4.9757 -2.126 -1.160 0.101
N 4.5269 -5.8608 6.0444 -2.120 -1.167 -2.117
C 3.5167 -6.7581 6.1524 -0.287 -0.387 -0.520
C 5.7113 -5.6840 6.8831 -1.060 0.320 1.503
H -0.4379 -6.2454 5.2232 0.943 0.267 0.564
H -0.7281 -7.4820 4.2083 0.533 -0.727 -0.337
H 0.2857 -6.1955 3.6199 0.065 0.026 0.030
H 1.7419 -8.2547 4.1090 0.231 0.362 -0.106
H 1.1619 -8.2342 5.7436 0.577 0.395 0.375
H 2.4005 -4.9160 3.7625 -0.184 -0.378 -0.031
H 4.8797 -4.2633 4.6448 -0.261 0.091 -0.044
H 3.6333 -7.6077 6.8089 -0.429 0.048 0.062
H 6.6788 -5.5942 6.3892 -0.425 -0.155 -0.379
H 5.6874 -6.4422 7.6659 0.314 -0.240 -0.325
H 5.4283 -4.7754 7.4145 0.796 0.273 0.069
C 3.9236 -2.3264 -5.3407 -0.477 0.931 1.125
C 2.8795 -3.4141 -5.6597 2.109 -0.076 -1.525
N 1.7682 -2.9688 -6.5115 1.544 1.014 -1.004
C 0.4859 -3.3426 -6.3426 -1.794 1.634 -2.312
C -0.2228 -2.6822 -7.3845 0.791 0.449 0.787
N 0.6676 -1.8991 -8.0876 2.736 -2.354 1.697
C 1.9453 -2.1699 -7.6102 -3.285 -0.284 0.800
C 0.4273 -0.9956 -9.1856 -0.508 0.984 0.443
H 3.8987 -1.4552 -5.9952 -0.494 -0.033 -0.112
H 4.9715 -2.6177 -5.4134 -0.275 -0.720 0.114
H 3.7567 -1.9702 -4.3241 0.182 0.233 -0.026
H 2.5051 -3.9981 -4.8189 0.075 0.241 -0.174
H 3.4980 -4.0068 -6.3337 -0.541 -1.044 0.239
H 0.1660 -3.9887 -5.5385 0.019 0.094 -0.224
H -1.2404 -2.5498 -7.7212 -0.176 -0.617 0.608
H 2.8397 -1.8382 -8.1166 0.094 -0.007 0.517
H 0.6103 0.0122 -8.8129 0.582 0.048 -0.178
H -0.6475 -0.9246 -9.3520 0.151 -0.687 -0.706
H 1.0876 -1.2485 -10.0152 -0.571 0.115 -0.173
C 5.5763 4.1023 -1.7100 -0.483 0.454 -0.979
C 4.2910 4.4273 -1.0066 -1.116 -0.949 3.473
C 3.7729 5.8162 -1.1478 -0.162 0.631 -2.424
N 2.3728 6.2011 -0.5811 -0.653 -0.619 1.091
C 2.4521 5.9144 0.9494 -0.675 1.276 -1.403
C 1.9453 7.7004 -0.8349 0.771 -0.395 0.556
C 0.6591 7.7157 -1.6713 2.342 0.961 -0.912
C -0.0076 6.4202 -1.3488 1.068 -1.348 0.520
C 1.1595 5.3600 -1.1738 0.842 1.406 -0.356
H 5.7549 3.0275 -1.6770 0.311 0.237 0.289
H 6.3900 4.7110 -1.3158 0.152 -0.370 0.007
H 5.4502 4.3652 -2.7603 0.263 -0.036 -0.268
H 4.4971 4.4587 0.0633 0.438 -0.996 0.318
H 3.5134 3.6653 -1.0587 -0.036 -0.133 -0.630
H 3.7791 5.9154 -2.2333 -0.685 1.061 -0.178
H 4.6088 6.4034 -0.7676 -0.769 0.933 0.310
H 1.4514 6.0497 1.3600 -0.076 -0.417 -0.129
H 2.9965 6.7773 1.3328 0.649 -0.647 0.300
H 2.8452 4.9060 1.0789 0.024 0.400 0.351
H 1.7052 8.2426 0.0797 0.301 -0.757 0.603
H 2.8606 8.1761 -1.1873 -0.369 0.103 -0.593
H 0.1622 8.6723 -1.5096 -0.521 -0.384 0.482
H 0.9924 7.8378 -2.7019 -0.346 -0.656 -0.370
H -0.4243 6.4653 -0.3426 -0.711 0.137 -0.235
H -0.7057 6.1220 -2.1310 -0.165 -0.170 0.420
H 0.9316 4.5485 -0.4827 0.048 0.137 -0.069
H 1.5428 4.9485 -2.1075 -0.238 0.062 -0.062
C -6.9243 -4.1393 -2.2130 1.913 -0.130 1.055
C -5.6541 -3.7565 -1.3118 0.147 -0.862 -0.405
C -5.2333 -2.3111 -1.4634 0.372 1.251 1.396
N -3.9142 -1.9098 -0.7484 1.917 0.262 -0.759
C -3.8701 -2.4022 0.6804 0.037 0.113 -0.569
C -3.6839 -0.3738 -0.8834 -2.156 -0.576 2.487
C -3.1390 -0.1254 -2.1927 0.259 0.926 -2.295
C -2.5770 -1.4223 -2.7609 1.335 0.602 0.583
C -2.6518 -2.3922 -1.5949 -1.528 -0.983 0.239
H -7.8795 -3.9993 -1.7070 0.150 0.571 -0.265
H -6.8738 -5.2036 -2.4426 0.099 0.041 0.023
H -6.7539 -3.6030 -3.1465 -0.745 0.056 -0.014
H -4.8032 -4.3989 -1.5386 0.066 -0.089 -0.958
H -5.6908 -4.0364 -0.2590 -1.011 0.404 0.174
H -5.9032 -1.6587 -0.9034 -0.539 -0.073 -0.278
H -5.1495 -1.8911 -2.4657 -0.065 -0.488 -0.141
H -3.6254 -3.4638 0.6470 0.126 0.162 0.184
H -4.8419 -2.2883 1.1608 -0.019 0.143 -0.215
H -3.1285 -1.8187 1.2260 0.113 -0.271 -0.091
H -3.0951 0.0551 -0.0726 0.316 -0.854 0.181
H -4.6537 0.1146 -0.7881 -0.193 -0.222 0.205
H -2.3780 0.6529 -2.1361 -0.156 0.039 -0.196
H -3.9450 0.1911 -2.8547 0.206 0.391 -0.076
H -1.5136 -1.2186 -2.8867 0.021 -0.386 -0.586
H -3.0415 -1.5992 -3.7310 0.049 -0.812 0.347
H -1.7468 -2.3983 -0.9875 -0.259 0.599 0.358
H -2.8003 -3.4460 -1.8306 -0.293 0.086 -0.210
C 2.7602 -1.0855 1.0077 0.288 -0.323 0.028
C 1.6559 -0.5199 1.8822 -0.227 0.506 -0.294
O 1.5537 0.7228 1.9496 -0.171 0.726 -0.102
O 0.9257 -1.3659 2.4320 -0.597 -0.629 0.263
H 2.2995 -1.7696 0.2952 0.092 -0.124 -0.124
H 3.3865 -1.6782 1.6744 0.248 -0.071 -0.228
H 3.3597 -0.3398 0.4855 -0.055 0.017 0.127
C 8.1031 -2.4579 1.2628 -1.220 1.815 -0.214
C 9.3582 -2.8052 1.9858 2.581 -2.736 1.520
O 10.4570 -2.7516 1.3608 -1.331 0.594 0.188
O 9.2372 -3.2842 3.1774 -0.627 0.971 -1.325
H 7.5378 -1.8095 1.9323 -0.277 0.053 0.261
H 7.3977 -3.2428 0.9902 0.457 -0.427 -0.008
H 8.3141 -1.8092 0.4126 0.088 -0.325 -0.374